Run a
The following is a quantum chemistry calculation of a cluster of 2 separate species, C6H8N2 in total, from OMol25.

Its net charge is 0. The orbital gap comes out at 8.8 eV. The LUMO energy comes out at 0.001 hartree. As for the molar mass: 108.14 g/mol.

The geometry in XYZ format:
```
16
Properties=species:S:1:pos:R:3:lowdin_charge:R:1
C 1.16 0.96 -2.18 0.026
C 0.00 0.44 -1.79 -0.203
C -0.08 -0.13 -0.51 -0.404
C -1.54 -0.40 -0.24 -0.159
C -1.97 -0.87 0.92 -0.061
C 1.48 -0.16 2.29 -0.043
H 2.04 0.84 -1.56 0.059
H 1.05 1.40 -3.26 0.102
H -0.85 0.48 -2.49 0.092
H -2.46 0.60 -1.00 0.225
H -1.31 -1.56 1.70 0.113
H -3.16 -0.58 1.21 0.116
H 1.86 0.79 2.18 0.044
H 1.76 -0.76 3.21 0.088
N 0.91 -0.23 0.20 0.047
N 1.13 -0.83 1.31 -0.043
```

Run b
The following is a quantum chemistry calculation of the molecule C6H8N2, from OMol25.

Its SMILES is N#C[C@@]12CCN[C@H]1C2. Its net charge is 0. The orbital gap comes out at 9.9 eV. The LUMO energy comes out at 0.030 hartree. As for the molar mass: 108.14 g/mol.

The geometry in XYZ format:
```
16
Properties=species:S:1:pos:R:3:lowdin_charge:R:1
N 0.89 0.45 -2.55 0.183
C 0.64 -0.21 -1.59 -0.228
C 0.47 -0.72 -0.29 -0.384
C 1.12 0.25 0.72 -0.095
C 0.12 1.44 0.66 -0.145
N -0.98 0.90 -0.19 -0.026
C -0.97 -0.44 0.09 -0.308
C -0.55 -1.79 -0.54 0.005
H 1.39 -0.18 1.74 0.130
H 2.14 0.46 0.21 0.136
H 0.49 2.28 0.08 0.110
H -0.07 1.73 1.68 0.104
H -1.84 1.30 0.04 0.102
H -1.18 -0.77 1.17 0.159
H -0.81 -2.55 0.30 0.133
H -0.84 -2.15 -1.55 0.122
```

Winner for stability: run b

Run a
The following is a quantum chemistry calculation of the molecule C6H8N2, from OMol25.

Its SMILES is N#C[C@H]1[C@@H]2CCCN12. Its net charge is 0. The orbital gap comes out at 10.2 eV. The LUMO energy comes out at 0.031 hartree. As for the molar mass: 108.14 g/mol.

The geometry in XYZ format:
```
16
Properties=species:S:1:pos:R:3:lowdin_charge:R:1
N -3.79 0.43 -0.43 0.165
C -2.82 -0.11 -0.18 -0.254
C -1.54 -0.63 -0.03 -0.109
C -0.51 0.49 -0.59 -0.217
C 0.90 0.03 -1.04 -0.119
C 1.69 0.24 0.24 -0.181
C 0.67 -0.05 1.30 -0.214
N -0.62 0.38 0.83 0.000
H -1.28 -1.65 -0.19 0.127
H -0.99 1.36 -1.07 0.145
H 1.36 0.42 -1.93 0.105
H 0.81 -1.03 -1.21 0.102
H 2.57 -0.36 0.34 0.111
H 1.93 1.25 0.18 0.088
H 0.80 -1.14 1.45 0.122
H 0.84 0.37 2.33 0.129
```

Run b
The following is a quantum chemistry calculation of the molecule C6H8N2, from OMol25.

Its SMILES is [H]/N=C1\C=CC[C@@H]2CN12. Its net charge is 0. The orbital gap comes out at 9.0 eV. The LUMO energy comes out at -0.002 hartree. As for the molar mass: 108.14 g/mol.

The geometry in XYZ format:
```
16
Properties=species:S:1:pos:R:3:lowdin_charge:R:1
H -3.30 -1.33 0.82 0.132
N -2.72 -0.33 0.59 0.086
C -1.45 -0.38 0.16 -0.400
C -0.49 -1.36 0.26 -0.123
C 0.87 -1.39 0.15 -0.028
C 1.67 -0.03 -0.17 -0.114
C 0.62 0.81 -0.96 -0.252
C -0.03 1.86 -0.07 -0.077
N -0.79 0.72 -0.60 -0.030
H -0.87 -2.26 0.89 0.127
H 1.56 -2.03 0.90 0.144
H 2.10 0.28 0.68 0.055
H 2.41 -0.14 -1.03 0.121
H 0.61 0.92 -2.16 0.184
H -0.46 2.75 -0.38 0.077
H 0.27 1.92 0.94 0.098
```

Run c
The following is a quantum chemistry calculation of the molecule C6H8N2, from OMol25.

Its net charge is 0. The orbital gap (spin up / spin down) comes out at 8.0 / 7.7 eV. The LUMO energy (spin up / spin down) comes out at -0.026 / -0.023 hartree. As for the molar mass: 108.14 g/mol.

The geometry in XYZ format:
```
16
Properties=species:S:1:pos:R:3:lowdin_charge:R:1
C 0.92 0.74 0.22 -0.053
C -0.33 -0.35 0.87 -0.445
C 0.47 0.38 -1.14 -0.293
N -1.41 0.48 1.26 0.084
C 0.25 -1.36 1.59 0.084
C 0.64 0.91 -2.34 0.078
C -0.57 -0.73 -0.87 -0.307
N -1.26 -1.54 -1.40 0.200
H -2.20 0.44 0.63 0.089
H -1.72 0.31 2.20 0.085
H 0.68 1.74 0.55 0.101
H 1.92 0.39 0.47 0.098
H 1.15 -1.22 2.18 0.067
H -0.05 -2.38 1.46 0.071
H 1.32 1.74 -2.50 0.069
H 0.17 0.46 -3.20 0.071
```

Winner for stability: run a

Run a
The following is a quantum chemistry calculation of a cluster of 2 separate species, C6H8N2 in total, from OMol25.

Its SMILES is N=C=C=N.C=CC=C. Its net charge is 0. The orbital gap comes out at 7.8 eV. The LUMO energy comes out at -0.015 hartree. As for the molar mass: 108.14 g/mol.

The geometry in XYZ format:
```
16
Properties=species:S:1:pos:R:3:lowdin_charge:R:1
N -2.86 0.06 -1.03 0.124
C -2.79 0.09 0.21 -0.170
C -2.66 -0.52 1.35 -0.189
N -3.05 -0.68 2.51 0.113
H -3.47 0.74 -1.48 0.064
H -2.53 -1.33 3.10 0.059
C 1.69 1.99 -0.34 0.007
C 1.57 0.72 0.06 -0.195
C 1.50 -0.40 -0.89 -0.211
C 1.82 -1.66 -0.59 0.000
H 1.43 2.30 -1.34 0.054
H 2.12 2.75 0.29 0.049
H 2.02 0.45 1.01 0.096
H 1.24 -0.13 -1.90 0.098
H 2.29 -1.91 0.34 0.053
H 1.68 -2.46 -1.30 0.049
```

Run b
The following is a quantum chemistry calculation of the molecule C6H8N2, from OMol25.

Its SMILES is C=C/C(N)=C(/C)C#N. Its net charge is 0. The orbital gap comes out at 8.4 eV. The LUMO energy comes out at 0.006 hartree. As for the molar mass: 108.14 g/mol.

The geometry in XYZ format:
```
16
Properties=species:S:1:pos:R:3:lowdin_charge:R:1
C -0.60 2.26 0.46 0.068
C 0.19 1.65 -0.51 -0.105
C 0.22 0.24 -0.78 -0.273
N 0.41 -0.13 -2.15 0.105
C 0.03 -0.83 0.10 -0.277
C 0.08 -2.25 -0.27 -0.079
C -0.20 -0.48 1.44 -0.241
N -0.28 -0.21 2.59 0.143
H -1.04 1.70 1.28 0.032
H -0.72 3.35 0.57 0.064
H 0.79 2.29 -1.21 0.112
H 0.87 0.59 -2.73 0.098
H 0.50 -1.08 -2.46 0.068
H 1.21 -2.56 -0.42 0.131
H -0.43 -2.94 0.44 0.088
H -0.40 -2.49 -1.22 0.064
```

Winner for stability: run b

Run a
The following is a quantum chemistry calculation of the molecule C3H5NS2, from OMol25.

Its SMILES is CSSCC#N. Its net charge is 0. The orbital gap comes out at 9.9 eV. The LUMO energy comes out at 0.017 hartree. As for the molar mass: 119.21 g/mol.

The geometry in XYZ format:
```
11
Properties=species:S:1:pos:R:3:lowdin_charge:R:1
C 0.11 1.35 1.71 -0.414
S -1.26 0.94 0.53 0.431
S -0.47 0.87 -1.34 0.442
C 0.36 -0.84 -1.39 -0.492
C -0.68 -1.88 -1.33 -0.342
N -1.39 -2.80 -1.16 0.136
H 0.42 0.48 2.23 0.015
H -0.04 2.22 2.27 0.010
H 1.02 1.65 1.25 0.020
H 1.02 -1.08 -0.44 0.125
H 0.91 -0.92 -2.33 0.070
```

Run b
The following is a quantum chemistry calculation of the molecule C3H5NS2, from OMol25.

Its SMILES is C=CN(S)C=S. Its net charge is 0. The orbital gap comes out at 8.7 eV. The LUMO energy comes out at 0.006 hartree. As for the molar mass: 119.21 g/mol.

The geometry in XYZ format:
```
11
Properties=species:S:1:pos:R:3:lowdin_charge:R:1
C 1.80 -0.76 -0.07 -0.040
C 0.94 0.21 0.10 -0.314
N -0.46 0.48 0.01 -0.547
S -1.00 2.13 -0.04 0.758
C -1.33 -0.60 0.10 -0.785
S -2.87 -0.52 -0.06 0.720
H 1.62 -1.89 -0.36 0.092
H 2.91 -0.25 -0.10 0.110
H 1.53 1.17 -0.10 0.101
H -2.29 1.59 0.21 -0.174
H -0.85 -1.57 0.32 0.079
```

Winner for stability: run a

Run a
The following is a quantum chemistry calculation of a structure of composition C5H10FNO3S, from OMol25.

Its net charge is 0. The orbital gap comes out at 9.6 eV. The LUMO energy comes out at -0.056 hartree. As for the molar mass: 183.20 g/mol.

The geometry in XYZ format:
```
21
Properties=species:S:1:pos:R:3:lowdin_charge:R:1
C 1.80 0.24 0.50 -0.200
C 1.39 0.96 -0.79 -0.153
C 1.22 -1.19 0.41 -0.195
C -0.17 1.13 -0.69 -0.153
C -0.24 -1.07 0.59 -0.195
N -0.80 -0.11 -0.37 -0.074
O -2.04 0.84 1.49 -0.284
O -3.14 -1.17 0.50 -0.267
O -3.23 0.98 -0.70 -0.253
F -0.76 -1.12 -1.77 -0.096
S -2.67 0.20 0.37 0.581
H 2.93 0.04 0.70 0.143
H 1.27 0.75 1.34 0.123
H 1.80 2.05 -0.90 0.140
H 1.76 0.33 -1.65 0.126
H 1.33 -1.61 -0.65 0.135
H 1.82 -1.83 1.12 0.139
H -0.50 1.72 0.12 0.116
H -0.52 1.32 -1.70 0.145
H -0.88 -1.87 0.54 0.101
H -0.37 -0.58 1.54 0.123
```

Run b
The following is a quantum chemistry calculation of a cluster of 2 separate species, C5H10FNO3S in total, from OMol25.

Its SMILES is O=S(=O)(O)F.C1=NCCCC1. Its net charge is 0. The orbital gap comes out at 9.0 eV. The LUMO energy comes out at 0.011 hartree. As for the molar mass: 183.20 g/mol.

The geometry in XYZ format:
```
21
Properties=species:S:1:pos:R:3:lowdin_charge:R:1
O -2.29 0.75 -1.15 -0.199
S -2.69 0.07 0.01 0.584
O -1.85 -1.00 0.43 -0.241
O -4.15 -0.49 -0.06 -0.058
F -2.99 1.13 1.16 -0.122
H -4.01 -1.37 0.06 0.031
C 0.35 0.98 0.93 -0.208
N 0.19 1.39 -0.28 0.022
C 0.88 0.74 -1.34 -0.272
C 1.37 -0.71 -1.06 -0.157
C 2.16 -0.59 0.30 -0.201
C 1.23 -0.13 1.42 -0.167
H -0.25 1.61 1.56 0.100
H 1.71 1.32 -1.75 0.106
H 0.38 0.58 -2.33 0.115
H 2.06 -0.99 -1.90 0.120
H 0.50 -1.27 -0.66 0.103
H 2.51 -1.59 0.62 0.111
H 2.92 0.11 0.10 0.088
H 0.30 -0.80 1.62 0.134
H 1.67 0.28 2.33 0.109
```

Winner for stability: run b